Below is a structure of composition C4H5O2P at a distorted geometry, with properties calculated with ωB97M-V/def2-TZVPD.

## Properties
**Largest force on an atom**: 0.1118 hartree/bohr
**Frontier orbital gap**: 10.14 eV
**Energy relative to the best compared isomer or geometry (same formula, charge and spin)**: 264.5 kJ/mol
**E_LUMO**: 0.1 eV

```
! wB97M-V def2-TZVPD RIJCOSX def2/J DEFGRID3
* xyz 0 1
C 0.61895 -0.31478 -0.90290
C -0.09267 -0.50583 0.16717
C 1.83423 -0.11458 -0.14893
C 0.97829 -0.17758 1.14105
O 2.98809 -0.07095 -0.38761
O -1.65476 -0.64311 0.48755
P -2.71459 0.31153 -0.32969
H 0.34698 -0.35218 -1.92791
H 0.77183 0.84391 1.59086
H 1.09520 -0.96504 2.00279
H -1.92035 0.21757 -1.49674
H -2.25122 1.77105 -0.19564
*
```

These are the natural (NBO) partial charges, in e, on atoms 1 to 4: atom 1 (C): -0.391, atom 2 (C): 0.432, atom 3 (C): 0.579, atom 4 (C): -0.552


Below is a structure of composition C4H5O2Pr at a distorted geometry, with properties calculated with ωB97M-V/def2-TZVPD.

## Properties
**Largest force on an atom**: 0.1157 hartree/bohr
**Frontier orbital gap (spin up / spin down)**: 4.31 / 4.33 eV
**Energy relative to the best compared isomer or geometry (same formula, charge and spin)**: 173.0 kJ/mol
**E_LUMO (spin up / spin down)**: -5.5 / -5.6 eV

```
! wB97M-V def2-TZVPD RIJCOSX def2/J DEFGRID3
* xyz 1 4
H 1.97963 -1.01014 0.52410
O 2.25058 -1.16428 -0.38504
C 1.10065 -1.37828 -1.17733
C 1.47900 -1.72714 -2.55720
C 2.31093 -1.97643 -3.49619
H 0.45541 -0.48263 -1.20512
H 0.48557 -2.20592 -0.78074
H 3.27817 -1.84590 -3.96752
C 0.73898 -2.71644 -3.84826
O 0.23688 -3.86719 -3.40184
Pr -0.68520 -5.59238 -4.97739
H 0.08884 -1.98409 -4.37195
*
```

These are the natural (NBO) partial charges, in e, on atoms 1 to 4: atom 1 (H): 0.475, atom 2 (O): -0.703, atom 3 (C): -0.121, atom 4 (C): 0.006


Below is a structure of composition C4H5O2Rh at a distorted geometry, with properties calculated with ωB97M-V/def2-TZVPD.

## Properties
**Largest force on an atom**: 0.1145 hartree/bohr
**Frontier orbital gap (spin up / spin down)**: 8.17 / 6.85 eV
**Energy relative to the best compared isomer or geometry (same formula, charge and spin)**: 182.1 kJ/mol
**E_LUMO (spin up / spin down)**: -3.4 / -7.9 eV

```
! wB97M-V def2-TZVPD RIJCOSX def2/J DEFGRID3
* xyz 1 6
H -1.02402 2.65909 -1.29727
O -0.67681 1.77957 -1.46870
C 0.14695 1.39073 -0.38830
C 0.29033 -0.07490 -0.35265
C 0.92894 -1.15720 -0.65219
H -0.27428 1.72811 0.57559
H 1.15409 1.83649 -0.47134
H 1.75197 -1.66684 -1.14249
C -0.29439 -1.38983 0.42262
O 0.04335 -1.73511 1.67989
Rh -0.93581 -1.41999 3.16736
H -1.11032 -1.95012 -0.07251
*
```

These are the natural (NBO) partial charges, in e, on atoms 1 to 4: atom 1 (H): 0.495, atom 2 (O): -0.680, atom 3 (C): -0.125, atom 4 (C): 0.087


Below is a structure of composition C4H5O2Ru at a distorted geometry, with properties calculated with ωB97M-V/def2-TZVPD.

## Properties
**Largest force on an atom**: 0.1366 hartree/bohr
**Frontier orbital gap (spin up / spin down)**: 6.31 / 7.33 eV
**E_LUMO (spin up / spin down)**: -14.6 / -17.4 eV

```
! wB97M-V def2-TZVPD RIJCOSX def2/J DEFGRID3
* xyz 3 7
H 0.89259 -0.95311 2.32145
C -0.31418 -1.47962 1.09603
C 0.84700 -0.61646 1.16102
O 1.75625 -0.47504 0.38327
Ru 3.50545 0.51840 0.24620
H -1.26278 -1.04374 1.42723
O -0.84331 -2.29672 -1.46964
C -0.58360 -2.37244 -0.26479
C -0.27934 -3.19272 0.80946
H -0.72136 -1.40827 -1.86670
H 0.74894 -3.57402 0.86138
H -1.07464 -3.78580 1.27098
*
```

These are the natural (NBO) partial charges, in e, on atoms 1 to 4: atom 1 (H): 0.343, atom 2 (C): -0.229, atom 3 (C): 0.212, atom 4 (O): -0.744


Below is a structure of composition C4H5O2Zn at a distorted geometry, with properties calculated with ωB97M-V/def2-TZVPD.

## Properties
**Largest force on an atom**: 0.0846 hartree/bohr
**Frontier orbital gap**: 8.21 eV
**Energy relative to the best compared isomer or geometry (same formula, charge and spin)**: 0.0 kJ/mol
**E_LUMO**: -17.3 eV

```
! wB97M-V def2-TZVPD RIJCOSX def2/J DEFGRID3
* xyz 3 1
H 0.31107 -0.70741 0.43527
C 2.02272 -1.65385 1.35309
C 0.99471 -0.59183 1.30414
O 0.69747 0.05731 2.29334
Zn -0.39580 1.25116 2.96008
H 2.04743 -2.33701 0.49701
O 4.43946 -0.81146 1.81145
C 3.34650 -1.37098 1.94840
C 2.52751 -2.17664 2.76416
H 4.50110 -0.20920 1.03954
H 2.08061 -1.68143 3.63709
H 2.75396 -3.24297 2.86176
*
```

These are the natural (NBO) partial charges, in e, on atoms 1 to 4: atom 1 (H): 0.259, atom 2 (C): -0.453, atom 3 (C): 0.575, atom 4 (O): -0.846


Below is a cluster of 2 separate species, C4H5O3 in total at a distorted geometry, with properties calculated with ωB97M-V/def2-TZVPD.

## Properties
**Largest force on an atom**: 0.0635 hartree/bohr
**Frontier orbital gap**: 7.84 eV
**Energy relative to the best compared isomer or geometry (same formula, charge and spin)**: 294.2 kJ/mol
**E_LUMO**: 3.7 eV

```
! wB97M-V def2-TZVPD RIJCOSX def2/J DEFGRID3
* xyz -1 1
O 4.02610 0.25978 -0.25651
C 2.73602 -0.18140 -0.00907
O 2.61207 -1.05868 0.86928
O 1.86289 0.35445 -0.71265
H 4.61220 -0.22386 0.33563
C -2.28719 0.05120 -0.50539
C -3.23007 0.88484 -0.09716
C -1.30180 -0.66395 0.00785
H -4.28276 0.65775 -0.28667
H -2.98014 1.88265 0.27335
H -0.26164 -0.31938 -0.06959
H -1.50569 -1.64339 0.45094
*
```

These are the natural (NBO) partial charges, in e, on atoms 1 to 4: atom 1 (O): -0.767, atom 2 (C): 0.942, atom 3 (O): -0.827, atom 4 (O): -0.798


> What is the formula in the third record?

C4H5O2Rh


What did the fourth record say?
Below is a structure of composition C4H5O2Ru at a distorted geometry, with properties calculated with ωB97M-V/def2-TZVPD.

## Properties
**Largest force on an atom**: 0.1366 hartree/bohr
**Frontier orbital gap (spin up / spin down)**: 6.31 / 7.33 eV
**E_LUMO (spin up / spin down)**: -14.6 / -17.4 eV

```
! wB97M-V def2-TZVPD RIJCOSX def2/J DEFGRID3
* xyz 3 7
H 0.89259 -0.95311 2.32145
C -0.31418 -1.47962 1.09603
C 0.84700 -0.61646 1.16102
O 1.75625 -0.47504 0.38327
Ru 3.50545 0.51840 0.24620
H -1.26278 -1.04374 1.42723
O -0.84331 -2.29672 -1.46964
C -0.58360 -2.37244 -0.26479
C -0.27934 -3.19272 0.80946
H -0.72136 -1.40827 -1.86670
H 0.74894 -3.57402 0.86138
H -1.07464 -3.78580 1.27098
*
```

These are the natural (NBO) partial charges, in e, on atoms 1 to 4: atom 1 (H): 0.343, atom 2 (C): -0.229, atom 3 (C): 0.212, atom 4 (O): -0.744


> What is the largest force on an atom in the fourth record?

0.1366 hartree/bohr